1.
A structure of composition BaCl2NiO8Pb. Source: the OMol25 dataset; level of theory: ωB97M-V/def2-TZVPD.

XYZ file:
```
13
Properties=species:S:1:pos:R:3
Ni -0.12558 0.30765 2.14797
Ba -0.88924 -0.41864 -2.43795
Pb 1.75555 4.10793 0.22396
Cl -0.23862 -2.20369 0.30865
O 0.72892 -3.12970 0.00969
O 0.39341 -1.20088 1.02301
O -0.62157 -1.83769 -1.00068
O -1.50242 -2.79349 0.82731
Cl 0.18152 1.49149 -0.30529
O 0.43962 0.51379 0.68698
O -1.37074 1.59571 0.02376
O 0.93938 2.56092 0.10264
O 0.30976 1.00659 -1.61007
```

Values from the calculation:
- gap between HOMO and LUMO (spin up / spin down) (Eh) = 0.2651 / 0.2006
- E_HOMO (spin up / spin down) (hartree) = -0.906 / -0.896
- net charge = +4
- LUMO level (spin up / spin down) (eV) = -17.4492 / -18.9346
- 2S+1 = 3

Mulliken population analysis, charges in e, atoms 1 to 5: number 1, Ni, carries 1.314; number 2, Ba, carries 1.687; number 3, Pb, carries 1.240; number 4, Cl, carries 1.950; number 5, O, carries -0.429

***

2.
A structure of composition BaCl4O16. Source: the OMol25 dataset; level of theory: ωB97M-V/def2-TZVPD.

XYZ file:
```
21
Properties=species:S:1:pos:R:3
Ba -1.22464 -1.84642 3.32615
Cl -6.06090 1.34743 1.37903
O -5.55549 0.03348 1.40099
O -6.30351 1.89758 0.06407
O -7.32381 1.55977 2.15624
O -5.00284 2.15212 1.96274
Cl -0.66537 -0.00904 -1.13956
O -0.09163 1.11775 -1.89282
O -0.94498 -0.88678 -2.13155
O 0.11361 -0.73975 -0.21464
O -1.93775 0.34850 -0.60835
Cl 3.37267 0.65034 -5.53626
O 3.10015 -0.39421 -4.63494
O 2.51483 0.44482 -6.77934
O 3.08460 1.86863 -4.79352
O 4.65772 0.68882 -6.10816
Cl 3.68870 -1.62689 4.69211
O 4.29141 -2.94643 4.84761
O 2.99816 -1.54772 3.46207
O 2.62388 -1.45193 5.61405
O 4.66521 -0.66002 4.93399
```

Values from the calculation:
- gap between HOMO and LUMO (Eh) = 0.0826
- E_HOMO (hartree) = -0.116
- net charge = -2
- ΔE to the lowest compared entry with this formula, charge and spin (kcal per mole) = 201.4
- LUMO level (eV) = -0.9097

Mulliken population analysis, charges in e, atoms 1 to 5: number 1, Ba, carries 1.904; number 2, Cl, carries 1.628; number 3, O, carries -0.642; number 4, O, carries -0.621; number 5, O, carries -0.667

***

3.
A structure of composition BaH12O7. Source: the OMol25 dataset; level of theory: ωB97M-V/def2-TZVPD.

XYZ file:
```
20
Properties=species:S:1:pos:R:3
Ba -0.18970 -0.43478 -0.15446
O -2.52679 -1.45774 0.32619
H -2.68476 -0.70739 0.89962
O -1.38882 -1.01522 -2.51428
H -0.60637 -0.90912 -3.06435
O 1.23399 -2.66364 -1.23219
H 1.47788 -2.94965 -2.11617
H 1.51060 -3.37325 -0.64587
O -1.16867 0.43876 2.29125
H -1.51635 -0.16189 2.95949
H -1.56928 1.29438 2.47288
O -1.20095 1.96411 -1.48477
H -1.07778 2.89396 -1.28608
H -1.48329 1.88506 -2.40144
O 2.31802 -0.57789 0.89961
H 3.05159 0.04046 0.95001
H 2.69144 -1.42112 1.17467
O 0.88659 2.05853 0.83249
H 1.63703 2.54779 0.48338
H 0.60563 2.54863 1.61001
```

Values from the calculation:
- gap between HOMO and LUMO (Eh) = 0.2035
- E_HOMO (hartree) = -0.234
- net charge = 0
- ΔE to the lowest compared entry with this formula, charge and spin (kcal per mole) = 6.5
- LUMO level (eV) = -0.8292

Mulliken population analysis, charges in e, atoms 1 to 5: number 1, Ba, carries 1.591; number 2, O, carries -0.999; number 3, H, carries 0.185; number 4, O, carries -0.979; number 5, H, carries 0.124

***

4.
A structure of composition BaH18O9. Source: the OMol25 dataset; level of theory: ωB97M-V/def2-TZVPD.

XYZ file:
```
28
Properties=species:S:1:pos:R:3
Ba -0.10053 -0.29443 -0.51104
O -1.40961 0.12115 -3.12099
H -2.36128 0.16350 -3.34253
H -0.98533 0.82810 -3.63883
O 2.06526 -2.20447 -0.49071
H 2.31854 -2.56497 -1.34172
H 2.68507 -2.28638 0.22317
O 1.42475 -0.99776 1.88044
H 2.09660 -0.66038 2.47154
H 0.99023 -1.72691 2.32571
O -2.50213 1.46743 -0.54513
H -2.82137 2.10919 0.04935
H -3.04243 1.52872 -1.31448
O 0.30954 1.77199 1.37588
H 0.41059 1.15854 2.11189
H -0.43013 2.33519 1.64957
O -1.94645 -0.14283 1.79923
H -2.58166 0.54967 1.81912
H -2.32765 -0.96562 2.09238
O -0.66090 -2.90431 0.55760
H -1.40946 -3.23255 0.10888
H -0.08564 -3.67614 0.41447
O 0.27132 2.42764 -1.69978
H 1.10574 2.63873 -2.13984
H 0.21539 3.01540 -0.94037
O 2.63758 0.72577 -0.07306
H 3.55035 0.71975 -0.32165
H 2.58361 0.09597 0.60089
```

Values from the calculation:
- gap between HOMO and LUMO (Eh) = 0.4463
- E_HOMO (hartree) = -0.672
- net charge = +2
- ΔE to the lowest compared entry with this formula, charge and spin (kcal per mole) = 25.8
- LUMO level (eV) = -6.1511

Mulliken population analysis, charges in e, atoms 1 to 5: number 1, Ba, carries 1.479; number 2, O, carries -0.565; number 3, H, carries 0.287; number 4, H, carries 0.324; number 5, O, carries -0.427

***

5.
A structure of composition BaH40O20. Source: the OMol25 dataset; level of theory: ωB97M-V/def2-TZVPD.

XYZ file:
```
61
Properties=species:S:1:pos:R:3
Ba 0.29842 -0.22283 -0.02206
O 3.16738 -2.37544 3.03669
H 2.25939 -2.67344 2.98224
H 3.24595 -2.00456 3.91561
O 1.11494 4.32081 2.81083
H 0.85965 4.35650 3.73267
H 0.48464 3.72206 2.41028
O 2.81318 2.60442 -2.59674
H 3.65962 2.17625 -2.46853
H 2.99188 3.53491 -2.46079
O -2.53826 3.04641 -1.36781
H -2.40905 3.98885 -1.47443
H -3.40767 2.96624 -0.97550
O 0.23129 -0.28057 2.70001
H -0.44238 0.28103 3.08343
H 0.90516 -0.34340 3.37690
O -1.13106 1.76990 0.86851
H -1.51063 2.00744 1.71452
H -1.47559 2.42272 0.25911
O -2.16115 0.68247 3.75577
H -2.38419 -0.24838 3.75579
H -2.99032 1.12794 3.92972
O -3.83023 -1.10956 -2.66746
H -4.11500 -1.71902 -1.98651
H -4.54326 -1.11298 -3.30606
O -1.85372 -1.11686 1.18699
H -1.76905 -0.55759 1.95918
H -2.78234 -1.07240 0.95913
O 0.60734 2.23701 -1.28428
H 0.41536 3.06304 -0.84038
H 1.31465 2.45036 -1.89290
O 5.15930 0.15149 1.88980
H 5.43929 0.11473 0.97520
H 4.64039 -0.64321 2.01405
O 2.37574 2.34426 1.01931
H 1.99320 3.04178 1.55162
H 3.24862 2.66582 0.79369
O 2.97623 -0.28669 -0.25181
H 3.35717 0.43259 0.25191
H 3.43352 -0.25968 -1.09227
O 0.77550 -1.38867 -2.41751
H 1.52436 -1.73582 -2.90220
H 0.01105 -1.69391 -2.90606
O 3.11706 -1.86116 -3.69785
H 3.42871 -2.75974 -3.58987
H 3.82582 -1.31822 -3.35271
O -2.20060 -4.34237 -0.30583
H -1.43620 -4.90121 -0.16577
H -2.54933 -4.18828 0.57216
O -1.72381 -2.12960 -4.25910
H -2.33365 -1.83942 -3.58078
H -1.49463 -3.02463 -4.00881
O 0.77961 -2.71698 0.75652
H 1.04836 -3.49457 0.26727
H 0.29578 -3.06117 1.50729
O -1.79855 0.45817 -1.60215
H -2.10251 1.34384 -1.40363
H -2.52574 0.05564 -2.07691
O -4.39968 -0.43287 0.93707
H -4.90222 0.07033 0.29640
H -4.98775 -0.52179 1.68706
```

Values from the calculation:
- gap between HOMO and LUMO (Eh) = 0.3837
- E_HOMO (hartree) = -0.581
- net charge = +2
- ΔE to the lowest compared entry with this formula, charge and spin (kcal per mole) = 68.6
- LUMO level (eV) = -5.3816

Mulliken population analysis, charges in e, atoms 1 to 5: number 1, Ba, carries 1.700; number 2, O, carries -0.567; number 3, H, carries 0.252; number 4, H, carries 0.321; number 5, O, carries -0.639

***

6.
A structure of composition BeH10O5. Source: the OMol25 dataset; level of theory: ωB97M-V/def2-TZVPD.

XYZ file:
```
16
Properties=species:S:1:pos:R:3
Be -0.26963 0.41990 0.32521
O -1.29811 1.70744 0.67863
H -1.58091 2.36204 0.00897
H -1.46592 2.15969 1.52238
O 1.28853 0.90092 0.15539
H 1.61031 1.14915 -0.73369
H 2.05534 0.59092 0.59692
O -0.84342 -0.08726 -1.12195
H -0.87207 -1.01428 -1.45974
H -1.13857 0.40672 -1.91812
O -0.40822 -0.84662 1.39299
H -0.94148 -1.61176 1.13947
H -0.39556 -0.82053 2.34620
O 1.13718 -1.85697 -0.74653
H 1.11396 -1.88076 -1.67631
H 2.00857 -1.57859 -0.50981
```

Values from the calculation:
- gap between HOMO and LUMO (Eh) = 0.4387
- E_HOMO (hartree) = -0.729
- net charge = +2
- ΔE to the lowest compared entry with this formula, charge and spin (kcal per mole) = 11.4
- LUMO level (eV) = -7.8955

Mulliken population analysis, charges in e, atoms 1 to 5: number 1, Be, carries -0.003; number 2, O, carries -0.239; number 3, H, carries 0.385; number 4, H, carries 0.385; number 5, O, carries -0.190

***

7.
A structure of composition BeH8O4. Source: the OMol25 dataset; level of theory: ωB97M-V/def2-TZVPD.

XYZ file:
```
13
Properties=species:S:1:pos:R:3
Be 0.01732 0.00089 0.00868
O 0.54353 -1.04580 -1.15726
H 0.19841 -0.83564 -2.06985
H 1.41685 -1.45895 -1.16431
O 1.34681 0.67972 0.63563
H 1.68893 1.60356 0.56386
H 1.90453 0.35136 1.34015
O -1.16631 1.12866 -0.51275
H -1.08588 2.06341 -0.68314
H -1.92042 0.81312 -1.08326
O -0.77394 -0.77946 1.24817
H -1.69689 -0.84594 1.45480
H -0.47294 -1.67494 1.41930
```

Values from the calculation:
- gap between HOMO and LUMO (Eh) = 0.5395
- E_HOMO (hartree) = -0.841
- net charge = +2
- ΔE to the lowest compared entry with this formula, charge and spin (kcal per mole) = 6.5
- LUMO level (eV) = -8.1994

Mulliken population analysis, charges in e, atoms 1 to 5: number 1, Be, carries 0.135; number 2, O, carries -0.312; number 3, H, carries 0.408; number 4, H, carries 0.402; number 5, O, carries -0.320

***

8.
A cluster of 2 separate species, Br2ClFSi in total. Source: the OMol25 dataset; level of theory: ωB97M-V/def2-TZVPD.

XYZ file:
```
5
Properties=species:S:1:pos:R:3
F 1.30370 0.62007 -1.72404
Si -0.84830 -0.19002 0.39174
Cl -0.18407 0.72209 2.04717
Br -1.17105 -2.25091 0.81459
Br -2.55698 0.47870 -0.74669
```

Values from the calculation:
- gap between HOMO and LUMO (spin up / spin down) (Eh) = 0.2490 / 0.2488
- E_HOMO (spin up / spin down) (hartree) = -0.359 / -0.359
- net charge = 0
- ΔE to the lowest compared entry with this formula, charge and spin (kcal per mole) = 125.0
- LUMO level (spin up / spin down) (eV) = -3.0062 / -3.0064

Okay, here come the Mulliken numbers, in e, for every atom: number 1, F, carries -0.647; number 2, Si, carries 0.808; number 3, Cl, carries -0.074; number 4, Br, carries -0.055; number 5, Br, carries -0.033

***

9.
A cluster of 2 separate species, Br2ClHSi in total. Source: the OMol25 dataset; level of theory: ωB97M-V/def2-TZVPD.

XYZ file:
```
5
Properties=species:S:1:pos:R:3
Si 0.15856 -1.95626 0.62929
Cl 0.47701 -0.61705 2.07552
Br 2.16436 -2.29072 -0.51482
Br -4.50466 -0.81513 0.29854
H -0.66583 -3.23638 0.37942
```

Values from the calculation:
- gap between HOMO and LUMO (spin up / spin down) (Eh) = 0.3635 / 0.1442
- E_HOMO (spin up / spin down) (hartree) = -0.401 / -0.283
- net charge = 0
- ΔE to the lowest compared entry with this formula, charge and spin (kcal per mole) = 92.7
- LUMO level (spin up / spin down) (eV) = -1.0136 / -3.7688

Okay, here come the Mulliken numbers, in e, for every atom: number 1, Si, carries 0.347; number 2, Cl, carries -0.117; number 3, Br, carries -0.215; number 4, Br, carries -0.032; number 5, H, carries 0.018

***

10.
A structure of composition Br2H8Si5. Source: the OMol25 dataset; level of theory: ωB97M-V/def2-TZVPD.

XYZ file:
```
15
Properties=species:S:1:pos:R:3
Si -1.00290 0.14485 1.03981
Si -0.75356 0.14267 -1.20213
Si 0.97620 -0.08510 2.35943
Si 1.44985 -0.18789 -1.88975
Si 2.74373 0.03178 -0.04871
Br 4.33207 -1.66393 0.14588
Br 4.12804 1.80249 -0.03173
H -2.16150 1.03349 1.42796
H -1.55296 -1.28386 1.29720
H -1.67008 -0.68314 -1.95736
H -1.28728 1.52995 -1.72242
H 1.51154 0.53426 3.56858
H 1.27613 -1.48112 2.43535
H 1.58229 -1.55616 -2.48222
H 1.94529 1.01909 -2.62269
```

Values from the calculation:
- gap between HOMO and LUMO (spin up / spin down) (Eh) = 0.1358 / 0.2364
- E_HOMO (spin up / spin down) (hartree) = -0.182 / -0.370
- net charge = 0
- ΔE to the lowest compared entry with this formula, charge and spin (kcal per mole) = 33.1
- LUMO level (spin up / spin down) (eV) = -1.2424 / -3.6239
- 2S+1 = 3

Mulliken population analysis, charges in e, atoms 1 to 5: number 1, Si, carries 0.184; number 2, Si, carries 0.217; number 3, Si, carries 0.315; number 4, Si, carries 0.226; number 5, Si, carries 0.238

***

Calculated strongest force on any atom, 17.9; 7.4; 3.6; 2.3; 1.3; 2.1; 2.0; 2.4; 3.2; 2.5 eV/Å (same order as the records).
Calculated E_tot, -88330.6812; -83510.9803; -15220.7147; -19403.1540; -42285.1890; -10787.9068; -8707.6218; -163202.5386; -160500.2290; -179598.7148 eV (same order as the records).